Below is a molecular structure, C25H29N3O9Ti, with properties calculated with the ωB97M-V functional and the def2-TZVPD basis.

XYZ file:
```
67
C25H29N3O9Ti, DFT the ωB97M-V functional and the def2-TZVPD basis
Ti 0.74 -0.05 -0.05
O 1.50 1.96 0.28
O -0.11 1.78 -1.11
O 1.51 -1.66 0.64
O 0.76 0.40 2.34
O -1.11 -1.00 1.13
O -1.46 1.90 1.46
O 2.27 0.38 -1.81
O -2.35 0.41 -0.85
O 0.70 3.75 -0.68
N 0.69 2.55 -0.52
N 0.28 -1.19 -1.60
N 0.02 -2.47 -1.72
C 0.92 0.82 -5.21
C -0.91 -1.37 2.50
C 1.78 0.99 -4.13
C 1.06 -2.89 0.45
C -1.11 1.90 2.82
C -0.43 -0.72 -3.94
C -0.21 -4.62 -0.74
C 0.41 -0.54 -2.86
C 1.51 0.31 -2.96
C -0.39 -6.87 0.19
C 1.41 -3.87 1.43
C -1.01 -5.05 -1.81
C -1.49 -6.34 -1.87
C 0.28 -3.26 -0.66
C -1.18 -7.26 -0.86
C -0.17 -0.03 -5.12
C 0.11 -5.55 0.28
C -2.75 -0.92 -0.67
C 0.37 1.64 2.94
C -2.83 1.64 1.23
C -2.36 -1.52 0.68
C -3.09 1.44 -0.25
C 3.43 1.21 -1.83
C 0.94 -5.14 1.36
C 0.38 -0.77 3.04
H -0.87 -2.47 2.58
H -1.35 2.87 3.29
H -3.14 0.77 1.82
H -1.69 1.14 3.36
H -2.29 -2.61 0.58
H 2.63 1.66 -4.21
H 0.66 1.64 3.99
H 3.88 1.12 -0.85
H -1.79 -1.03 3.06
H 1.20 -1.47 2.93
H 3.17 2.25 -2.01
H 2.06 -3.56 2.24
H -2.80 2.34 -0.78
H -2.27 -1.49 -1.47
H -1.25 -4.34 -2.59
H 1.21 -5.87 2.12
H -2.10 -6.64 -2.71
H 0.93 2.41 2.42
H -3.84 -1.03 -0.78
H -0.83 -0.16 -5.97
H -1.26 -1.40 -3.85
H 4.12 0.85 -2.60
H -4.17 1.27 -0.39
H -1.55 -8.27 -0.91
H -0.14 -7.57 0.98
H 0.25 -0.55 4.11
H -3.45 2.49 1.57
H 1.11 1.35 -6.13
H -3.11 -1.30 1.44
```

The net charge is 0. The value obtained for the gap between HOMO and LUMO (spin up / spin down) is 0.210 / 0.222 hartree. The HOMO energy (spin up / spin down) comes out at -5.75 / -5.89 eV. The value obtained for the total energy is -2660.83216 Eh.

---

Below is 3 unconnected molecules or ions with the total composition C25H29N4O3 in a non-equilibrium geometry, with properties calculated with the ωB97M-V functional and the def2-TZVPD basis.

XYZ file:
```
61
C25H29N4O3, DFT the ωB97M-V functional and the def2-TZVPD basis
O 11.03 14.65 10.62
O 9.14 15.08 11.70
O 8.99 14.07 9.79
N 7.69 18.00 9.53
N 5.45 8.01 8.52
N 14.53 18.89 10.20
N 10.05 11.58 12.38
C 8.79 11.99 12.28
C 8.25 17.54 10.63
C 15.94 18.97 9.71
C 6.22 17.76 9.21
C 10.99 12.29 13.21
C 7.30 8.07 9.87
C 8.42 18.64 8.58
C 5.21 9.35 8.69
C 14.03 17.77 10.62
C 11.83 18.53 10.14
C 7.20 9.43 10.09
C 8.18 10.13 10.91
C 12.67 17.53 10.63
C 9.60 17.76 10.95
C 6.44 7.42 9.09
C 9.79 14.67 10.76
C 9.75 18.72 8.72
C 4.71 7.27 7.44
C 10.41 10.45 11.76
C 9.51 9.67 11.06
C 7.83 11.30 11.68
C 12.35 19.78 9.81
C 13.70 19.94 9.89
C 6.05 10.09 9.48
C 10.36 18.30 9.91
H 11.48 10.30 11.70
H 16.46 19.75 10.26
H 6.17 16.94 8.50
H 9.94 8.73 10.67
H 16.50 18.03 9.85
H 7.70 16.96 11.36
H 8.57 12.91 12.83
H 12.24 16.57 10.80
H 5.93 11.20 9.51
H 10.06 17.66 11.91
H 7.90 19.06 7.72
H 3.61 7.34 7.37
H 5.01 6.25 7.48
H 6.80 11.64 11.61
H 14.79 17.00 10.81
H 5.88 18.72 8.86
H 4.29 9.70 8.30
H 11.77 20.57 9.32
H 14.24 20.81 9.54
H 11.98 11.95 13.05
H 5.63 17.46 10.14
H 10.92 13.38 12.98
H 7.99 7.44 10.47
H 9.56 13.96 9.07
H 5.02 7.74 6.48
H 6.59 6.38 8.88
H 10.22 19.21 7.89
H 10.77 12.16 14.28
H 15.86 19.25 8.66
```

The net charge is +3. The value obtained for the gap between HOMO and LUMO is 0.232 hartree. The HOMO energy comes out at -15.32 eV. The value obtained for the total energy is -1413.87336 Eh.

---

Below is C25H29N5O4 in the gas phase, with properties calculated with the ωB97M-V functional and the def2-TZVPD basis.

XYZ file:
```
63
C25H29N5O4, DFT the ωB97M-V functional and the def2-TZVPD basis
O 2.19 -1.79 -2.29
O -1.37 -1.71 -2.10
O 3.46 -2.64 3.03
O -4.25 -0.32 -0.78
N -1.81 0.57 -0.68
N 0.19 -0.10 -1.65
N 2.17 1.50 -1.36
N 0.10 1.80 -0.28
N 1.86 3.08 0.37
C -5.06 1.39 0.77
C 4.74 -2.34 3.52
C -4.07 0.76 0.04
C 3.20 -2.42 1.70
C 3.11 3.46 0.24
C 3.96 2.89 -0.71
C -2.46 2.37 0.86
C -0.50 0.81 -0.85
C 1.54 -2.53 -0.04
C -6.93 -2.68 0.47
C 3.59 4.53 1.17
C 4.22 1.23 -2.60
C 1.41 2.11 -0.43
C -4.75 2.51 1.54
C 3.75 -1.76 -0.54
C 3.43 1.89 -1.51
C 0.91 -2.10 -2.78
C -0.22 -1.29 -2.14
C 1.91 -2.72 1.27
C -3.46 2.99 1.59
C -2.75 1.26 0.08
C -5.62 -1.89 0.50
C 4.13 -1.94 0.78
C -5.47 -1.03 -0.76
C 2.46 -2.04 -0.96
H -5.53 2.99 2.11
H 3.74 0.30 -2.89
H -5.42 -1.67 -1.64
H 1.18 0.22 -1.77
H 4.47 -1.39 -1.26
H -3.22 3.86 2.19
H 0.53 -2.76 -0.33
H -7.02 -3.29 1.36
H 0.94 -1.87 -3.84
H 5.51 -2.96 3.04
H -7.78 -2.01 0.42
H 4.98 3.22 -0.82
H -2.17 -0.26 -1.15
H 5.24 1.04 -2.27
H 2.79 4.82 1.84
H 4.26 1.89 -3.46
H -4.77 -2.57 0.56
H 5.14 -1.71 1.07
H 4.45 4.18 1.74
H -6.07 1.04 0.75
H -6.95 -3.33 -0.40
H 0.68 -3.17 -2.66
H -6.32 -0.35 -0.87
H -5.60 -1.25 1.38
H 4.71 -2.58 4.58
H 4.98 -1.28 3.39
H 3.91 5.40 0.59
H -1.44 2.73 0.88
H 1.20 -3.09 1.99
```

The net charge is 0. The value obtained for the gap between HOMO and LUMO is 0.303 hartree. The HOMO energy comes out at -7.70 eV. The value obtained for the total energy is -1544.83235 Eh. As for the SMILES: CCCOc1ccccc1N/C(=N/c1nc(C)cc(C)n1)NC(=O)COc1ccc(OC)cc1.